[1]
A molecular structure, C35H38Cl2N8O4RuSe at a distorted geometry, computed with ωB97M-V with the def2-TZVPD basis set.

Spin multiplicity: 2
HOMO energy (alpha / beta) in eV: -9.568 / -9.966
Orbital gap (alpha / beta) in eV: 6.99 / 6.28
Net charge: +1
Largest force on an atom in eV Å⁻¹: 1.90

Each line ends with the Mulliken spin population.
Element x y z (Å)
Ru  -1.51117  -1.62837  1.38686  0.694
Cl  -4.57644  -7.53584  2.69227  0.002
C  -3.74395  -6.25697  1.88646  0.016
C  -3.65573  -5.02866  2.51901  -0.005
C  -2.98673  -3.98580  1.88605  0.031
N  -2.85381  -2.66958  2.35593  0.045
C  -3.25391  -2.23619  3.57959  0.002
O  -3.99829  -2.80076  4.35722  0.026
C  -2.61750  -0.91737  3.95831  -0.003
C  -2.88654  -0.34690  5.18938  0.001
C  -2.28770  0.85850  5.51008  0.000
C  -1.44955  1.46146  4.58231  0.001
C  -1.22623  0.83077  3.37343  -0.001
N  -1.78521  -0.34689  3.07028  0.000
C  -2.39154  -4.20700  0.62931  0.005
C  -2.51304  -5.42961  -0.01329  0.016
C  -3.18701  -6.45661  0.62155  -0.001
Cl  -3.31393  -7.98198  -0.17529  0.001
N  -1.78286  -3.06456  0.09997  0.108
C  -1.89998  -2.65404  -1.20350  0.025
O  -1.76085  -3.29418  -2.21771  0.050
C  -2.39069  -1.20666  -1.23894  -0.010
C  -2.76527  -0.59068  -2.41035  -0.003
C  -3.41114  0.63651  -2.33975  0.005
C  -3.66024  1.20175  -1.10214  -0.005
C  -3.23112  0.54085  0.03638  0.007
N  -2.61163  -0.63497  -0.03329  -0.023
H  -4.12060  -4.88193  3.47992  0.000
H  -3.56209  -0.86531  5.85513  0.000
H  -2.47742  1.32821  6.46586  0.000
H  -0.97412  2.41075  4.78459  0.000
H  -0.59607  1.27569  2.61141  -0.003
H  -2.07100  -5.58338  -0.98672  0.000
H  -2.57730  -1.09911  -3.34566  0.000
H  -3.73504  1.13438  -3.24408  0.000
H  -4.17359  2.14768  -1.00579  0.000
H  -3.38103  0.94401  1.02886  0.001
C  2.51384  -3.52620  4.52559  0.000
O  1.23469  -3.75757  3.91844  0.000
C  0.75080  -2.90915  3.03795  0.004
O  -0.35735  -3.09780  2.55915  0.000
N  1.49425  -1.82460  2.68401  -0.010
N  0.94634  -1.07011  1.64182  0.022
H  2.62200  -4.30285  5.27386  0.000
H  2.54243  -2.54878  5.00704  0.000
H  3.31437  -3.62770  3.79077  0.000
H  2.49232  -1.81257  2.82237  0.001
H  1.35415  -1.28413  0.73643  0.001
H  1.05349  -0.07451  1.80479  0.003
C  0.84001  -0.79115  -3.47246  0.000
C  1.68804  -1.53393  -2.44305  0.001
C  3.08032  -0.94704  -2.19749  0.000
C  3.14997  0.27479  -1.28623  0.000
N  2.52855  1.47410  -1.82520  0.001
C  1.34103  2.00595  -1.45791  0.000
Se  0.09453  1.32614  -0.26632  -0.001
N  1.13622  3.10983  -2.20894  0.001
C  -0.02753  3.98824  -2.12634  0.000
C  -0.01876  4.93234  -0.93073  0.000
C  1.17533  5.88465  -0.83827  0.000
C  2.45495  5.25694  -0.28562  0.000
C  2.20442  3.28551  -3.08324  0.000
C  2.47936  4.26315  -4.02942  0.000
C  3.67021  4.14387  -4.72429  0.000
C  4.56115  3.09400  -4.47670  0.000
C  4.28944  2.12564  -3.52639  0.000
C  3.09012  2.24450  -2.83816  0.000
H  -0.01527  -1.40440  -3.75745  0.000
H  1.41923  -0.58430  -4.37526  0.000
H  0.45461  0.15426  -3.08864  0.000
H  1.81394  -2.56440  -2.78045  0.000
H  1.13647  -1.59562  -1.49659  -0.005
H  3.54817  -0.71389  -3.15819  0.000
H  3.71374  -1.70715  -1.73113  0.000
H  4.18937  0.52566  -1.06420  0.000
H  2.65047  0.08230  -0.33809  0.000
H  -0.91322  3.35220  -2.09870  0.000
H  -0.04861  4.55418  -3.05758  0.000
H  -0.09313  4.34435  -0.01289  0.000
H  -0.94193  5.51331  -1.00471  0.000
H  0.88973  6.70842  -0.18113  0.000
H  1.36789  6.33840  -1.81597  0.000
H  2.24108  4.68995  0.62376  0.000
H  3.18203  6.02821  -0.03132  0.000
H  2.93807  4.58466  -0.99482  0.000
H  1.80357  5.08525  -4.21854  0.000
H  3.92023  4.88230  -5.47344  0.000
H  5.48288  3.03962  -5.03925  0.000
H  4.98227  1.31793  -3.33449  0.000

[2]
A molecular structure, C35H38F5N3ORuTe, computed with ωB97M-V with the def2-TZVPD basis set.

HOMO energy (alpha / beta) in eV: -7.445 / -7.491
Orbital gap (alpha / beta) in eV: 5.93 / 6.27
Net charge: 0
Largest force on an atom in eV Å⁻¹: 0.86

Each line ends with the Löwdin charge.
Element x y z (Å)
Ru  2.33203  0.69014  0.74571  1.390
C  1.11371  -0.44006  3.49516  -0.116
N  2.35774  -0.23625  2.72971  -0.343
C  3.02500  -1.55489  2.61090  -0.078
C  3.20687  0.67740  3.54597  -0.189
C  4.30746  1.26971  2.70264  -0.215
N  3.61080  1.90123  1.59009  -0.134
C  4.27405  2.83991  0.80854  -0.151
C  3.50881  3.77984  0.10641  -0.174
F  2.17573  3.78691  0.25462  0.083
C  4.08553  4.72579  -0.71143  -0.209
F  3.29260  5.59719  -1.35216  0.095
C  5.45527  4.80141  -0.86676  0.079
C  6.22541  3.89521  -0.17173  -0.209
F  7.56056  3.92422  -0.29332  0.095
C  5.65950  2.93379  0.64604  -0.136
F  6.48356  2.06897  1.25903  0.098
H  1.36607  -0.71480  4.52447  0.098
H  0.52215  -1.22770  3.04470  0.019
H  0.53209  0.47978  3.51010  0.075
H  3.13680  -1.99294  3.60806  0.097
H  3.98562  -1.44761  2.12407  0.070
H  2.40328  -2.20227  1.99398  0.083
H  3.57678  0.14126  4.42584  0.129
H  2.56701  1.49546  3.88108  0.122
H  5.00918  0.50997  2.35255  0.109
H  4.86720  2.00065  3.29144  0.132
H  5.90650  5.54257  -1.50953  0.138
F  3.91333  -0.33508  0.33121  -0.431
C  -5.93620  -4.77329  2.23571  -0.052
C  -4.72000  -4.00426  1.79642  -0.270
C  -4.51221  -2.69208  2.19809  -0.020
C  -3.39357  -1.97142  1.79471  -0.295
C  -3.24072  -0.55592  2.28528  -0.066
C  -2.44735  -2.57446  0.95184  -0.392
Te  -0.65276  -1.52543  0.38907  1.520
N  1.53588  -0.42705  -0.59017  -0.197
C  1.84268  0.34312  -1.60824  -0.562
O  2.51540  1.38437  -1.26848  -0.096
C  1.43003  0.09516  -3.00310  -0.147
C  0.80571  -1.10096  -3.34314  -0.030
C  0.39160  -1.31371  -4.64808  -0.078
C  0.60579  -0.33655  -5.61180  -0.084
C  1.23452  0.85477  -5.27272  -0.075
C  1.64566  1.07346  -3.96783  -0.013
C  -1.60815  0.12403  -0.55014  -0.388
C  -2.49735  -0.11653  -1.60079  -0.286
C  -2.74924  -1.47369  -2.20356  -0.069
C  -3.21149  0.95547  -2.14222  -0.008
C  -3.05572  2.25051  -1.69003  -0.261
C  -3.83865  3.39133  -2.27864  -0.048
C  -2.13432  2.47631  -0.67148  -0.011
C  -1.40807  1.44512  -0.09650  -0.294
C  -0.43701  1.82888  0.99316  -0.061
C  -2.64046  -3.90015  0.53949  -0.314
C  -1.70895  -4.63951  -0.39079  -0.090
C  -3.77108  -4.58862  0.97259  -0.025
H  -6.50546  -4.21893  2.98098  0.072
H  -5.65795  -5.73572  2.66733  0.079
H  -6.59710  -4.97393  1.39028  0.082
H  -5.23692  -2.21634  2.85031  0.112
H  -4.00102  -0.32157  3.02973  0.077
H  -3.33280  0.16118  1.46765  0.074
H  -2.25768  -0.40353  2.73799  0.054
H  0.65553  -1.85229  -2.57776  0.092
H  -0.09361  -2.24353  -4.91650  0.103
H  0.28452  -0.50514  -6.63188  0.101
H  1.40090  1.61307  -6.02670  0.102
H  2.13046  1.99638  -3.67774  0.117
H  -2.00195  -2.20419  -1.90189  0.016
H  -2.73265  -1.39995  -3.29205  0.082
H  -3.72788  -1.85598  -1.90395  0.094
H  -3.90515  0.75602  -2.95270  0.121
H  -4.46774  3.05406  -3.10125  0.074
H  -3.17218  4.16802  -2.65675  0.082
H  -4.48289  3.85096  -1.52691  0.082
H  -1.97285  3.49003  -0.32033  0.121
H  -0.50408  2.89059  1.21979  0.091
H  0.59812  1.70819  0.61709  0.012
H  -0.57770  1.24564  1.89982  0.042
H  -0.71604  -4.19989  -0.44066  0.017
H  -2.11581  -4.64692  -1.40544  0.083
H  -1.60571  -5.67820  -0.07603  0.079
H  -3.90895  -5.61675  0.65153  0.121

The highest largest force on an atom belongs to which entry? C35H38Cl2N8O4RuSe